The following is a DFT calculation (ωB97M-V/def2-TZVPD) of a structure of composition C12H13ClFeO2.

```
! wB97M-V def2-TZVPD RIJCOSX def2/J DEFGRID3
* xyz -1 6
C -1.664 1.300 -0.905
C -1.121 0.423 -1.886
C 0.278 0.735 -2.066
H -1.702 -0.248 -2.520
C 0.589 1.783 -1.107
C -0.628 2.148 -0.438
H -0.742 2.975 0.253
H -2.704 1.373 -0.622
H 0.942 0.368 -2.842
H 1.527 2.331 -1.058
Fe 0.162 -0.152 -0.193
Cl -0.953 -0.656 1.530
C 2.568 -4.506 -1.182
C 3.593 -3.675 -1.717
C 3.278 -3.402 -3.081
H 4.473 -3.332 -1.188
C 2.041 -4.051 -3.384
C 1.605 -4.737 -2.208
H 0.714 -5.346 -2.120
H 2.543 -4.912 -0.179
H 3.883 -2.828 -3.770
H 1.537 -4.045 -4.342
C 2.129 1.274 2.234
O 2.774 0.082 1.625
C 2.099 -0.599 0.661
O 2.626 -1.581 0.171
H 2.834 1.690 2.966
H 1.210 0.976 2.768
H 1.938 2.019 1.440
*
```

HOMO level (alpha / beta): -2.218 / -2.205 eV
Expectation value of S²: 8.7783
Energy relative to the best compared isomer or geometry (same formula, charge and spin): 2.934 eV
LUMO (alpha / beta): 2.674 / 0.873 eV
Electronic energy: -2339.34903 hartree

Atom charges from the Löwdin analysis, given in e for atoms 1 to 2:
1. C -0.1882
2. C -0.1806